Entry 1:
The molecule C6H13NS. Source: OMol25; level of theory: ωB97M-V with the def2-TZVPD basis set.

As for the charge: 0. As for the structure (SMILES): C[C@H]1C[C@](C)(CS)N1.

```
21
Properties=species:S:1:pos:R:3:forces:R:3
S 3.41056 -0.36736 -0.26413 1.2 2.5 0.0
N -0.43410 -0.26941 1.04492 -0.2 -1.9 0.3
C 0.55834 0.00666 0.01619 0.8 -0.8 1.2
C 0.59417 1.43139 -0.29113 0.4 1.5 3.4
C -2.60061 0.02956 -0.23250 -0.6 1.3 -2.7
C -1.33685 -0.84071 0.06809 -4.0 -0.6 2.0
C 1.86410 -0.49010 0.58549 0.1 -3.2 1.1
C -0.19870 -0.89252 -0.92500 2.2 -2.9 -2.9
H -0.87109 0.46701 1.51886 -0.2 1.5 0.8
H 1.29247 1.66817 -1.03355 0.5 0.6 -1.6
H -3.41568 0.31804 0.56992 2.2 -0.8 -1.2
H -0.10794 -0.66515 -2.07204 -1.1 0.0 2.2
H 3.66031 0.98643 0.33419 -0.1 -2.5 -1.5
H -2.35599 1.01468 -0.93766 -0.7 -2.4 1.9
H -3.07506 -0.73467 -0.90909 -0.4 1.3 0.2
H 1.75138 -1.49116 1.18633 -0.1 1.1 -2.1
H 0.31927 -1.94101 -0.89104 -1.1 1.6 0.1
H 1.16156 1.79041 0.71195 -1.8 0.3 -2.1
H -1.96053 -1.78767 0.46635 2.2 1.2 -1.0
H 2.20812 -0.00594 1.43323 -0.6 1.9 1.9
H -0.46374 1.77335 -0.37939 1.3 0.4 -0.2
```
Forces are in eV/Å.

Atomic partial charges in e from the Mulliken method, atoms 1 to 8: -0.2038 -0.5660 1.5718 -1.3168 -1.0937 -0.0893 -1.6582 -0.5990

Entry 2:
A structure of composition C26H34F4N5O2Re. Source: OMol25; level of theory: ωB97M-V with the def2-TZVPD basis set.

As for the charge: +1. The spin multiplicity is 4.

```
72
Properties=species:S:1:pos:R:3:forces:R:3
Re 0.89361 -0.24370 0.03279 1.4 -0.1 1.2
F 2.47059 1.35874 -2.28094 0.1 0.2 -0.2
F 0.60225 3.86135 1.21700 -0.3 0.3 0.1
F 2.00312 3.45262 -4.02896 -0.1 -0.2 0.4
F 0.16389 5.94674 -0.48332 -0.2 0.2 0.0
O -2.51459 0.40184 3.28697 -0.6 0.2 0.5
O -0.83217 0.41107 1.84511 0.6 0.2 -0.4
N -0.30021 0.13061 -1.18289 -1.0 0.2 -2.2
N 0.31182 -2.40658 2.03002 -0.1 -0.4 0.0
N -4.22139 1.42784 1.82417 -1.1 -0.9 0.5
N 2.89054 -0.62480 1.49330 -0.3 -0.4 0.8
N 1.76214 1.54624 0.33008 0.2 0.1 0.0
C 1.00081 -1.58432 3.00757 0.7 0.2 0.1
C -5.31129 0.48646 1.36084 0.0 0.1 0.4
C 1.93731 2.51757 -1.86666 -0.1 -0.5 0.5
C 4.04077 -1.36301 0.88376 0.0 -0.3 0.1
C 0.00386 -1.08572 -3.27826 -0.2 -0.4 -1.8
C -3.35970 0.07438 0.06783 0.3 -0.2 -0.3
C 3.39893 0.74152 1.87607 -0.6 -0.2 -0.1
C 1.03574 4.70687 -2.28229 0.6 -0.9 -0.1
C -2.00351 0.63302 2.18361 0.1 -0.3 -0.8
C -0.57731 -3.15759 -0.01462 -0.5 -0.4 -0.2
C -2.98646 1.16667 1.06920 0.6 -0.7 0.6
C 1.58869 2.63683 -0.52213 -0.5 -0.4 0.6
C 1.65420 3.53149 -2.73186 -0.3 1.4 -0.5
C 2.49846 -1.40852 2.73109 -0.4 -0.1 -0.6
C 0.70156 4.81748 -0.94929 0.0 0.5 -0.2
C 0.93671 3.79130 -0.07253 0.9 -0.8 -0.4
C -1.24342 -4.32221 0.78235 1.4 0.1 -0.5
C 0.20876 -2.14271 0.77016 -0.2 -0.1 -0.3
C -0.52524 -0.01659 -5.40306 0.3 0.0 0.6
C 3.68500 -2.73554 0.34160 -0.5 -0.1 -0.3
C -0.09722 -1.12943 -4.68716 -0.4 0.1 0.5
C -0.76571 1.16779 -4.70875 -0.2 -0.2 -0.3
C 2.30388 1.76585 1.66917 -0.3 0.1 0.3
C -0.34300 0.06798 -2.61838 0.3 0.0 1.6
C -0.71085 1.19546 -3.32469 -0.3 1.0 -0.1
C -4.53578 -0.65701 0.71387 0.3 0.5 0.5
H 2.89346 -0.94536 3.62349 0.3 0.3 0.2
H -0.65872 -0.05297 -6.47841 0.1 0.0 0.1
H -5.92472 1.00432 0.61857 0.0 0.0 0.2
H -0.17089 -3.23869 2.36488 0.2 0.2 0.2
H 3.25073 -2.68448 -0.66634 0.0 0.1 0.2
H 0.07917 -3.57117 -0.79796 0.0 0.1 0.3
H -2.60613 2.06155 0.64044 0.4 0.7 -0.5
H -3.90488 1.09249 2.78435 0.1 0.1 0.2
H -1.69823 -5.00646 0.07311 -0.2 0.0 0.0
H 4.21134 0.97752 1.19807 0.2 0.1 0.0
H 0.09505 -2.03632 -5.24163 0.2 -0.2 0.2
H 0.90922 5.50963 -2.97501 -0.2 0.4 -0.2
H -4.18896 -1.38039 1.46186 -0.1 0.2 -0.1
H -0.47320 -4.92644 1.31784 -0.5 0.4 -0.2
H -1.33644 -2.60621 -0.59404 0.2 -0.1 0.2
H -5.14594 -1.14759 -0.01414 -0.3 -0.5 -0.4
H 2.94706 -3.22988 0.98783 0.3 -0.1 -0.3
H 2.70947 2.77331 1.80852 0.0 -0.1 -0.3
H -4.56818 2.36362 1.89707 0.1 0.8 -0.2
H -2.51275 -0.57277 -0.16015 0.0 0.1 0.2
H 4.47521 -0.77210 0.08196 -0.1 0.2 0.0
H 2.94730 -2.39244 2.64647 0.1 0.0 0.2
H 4.57427 -3.36202 0.26367 0.0 0.0 0.1
H -0.92853 2.09565 -2.74258 0.0 -0.2 -0.4
H -1.02596 2.02583 -5.31297 -0.1 0.3 0.3
H 1.51435 1.67092 2.43314 0.1 -0.1 -0.1
H 3.75152 0.74507 2.91157 0.1 0.0 -0.1
H 0.92385 -2.09687 3.96799 -0.1 0.2 0.0
H 4.79955 -1.46769 1.67221 0.0 0.1 -0.1
H -5.89770 0.25033 2.26100 0.0 -0.1 -0.6
H 0.29374 -1.96188 -2.73495 0.2 -0.3 0.2
H 0.51267 -0.61542 3.04020 -0.3 0.0 0.2
H -1.98399 -3.96401 1.48044 -0.3 0.1 0.2
H -3.62758 0.50093 -0.89728 -0.2 0.2 0.0
```
Forces are in eV/Å.

Atomic partial charges in e from the Mulliken method, atoms 1 to 8: -0.0070 -0.3579 -0.3484 -0.3604 -0.3287 -0.8048 -0.4965 0.9696

no.,electronic energy (hartree),F_max (eV/Å)
1,-689.216583,4.7
2,-1912.849567,2.4